[1]
31
Properties=species:S:1:pos:R:3 method="wB97M-V/def2-TZVPD" de_lowest_kcal_mol=26.6 gap_ev=9.32 homo_energy_ev=-8.50 smiles=C[Si](C)(C)C1Cc2ccccc2C1
C -2.8369 1.8435 -0.4708
Si -2.2309 0.0623 0.0593
C -3.1478 -0.7655 1.4810
C -2.1944 -1.0124 -1.4871
C -0.3763 0.2140 0.6454
C 0.5070 -1.1822 0.3762
C 1.8437 -0.7249 0.0798
C 3.0440 -1.4525 0.1184
C 4.2787 -0.7943 -0.0675
C 4.2932 0.5621 -0.3103
C 3.0949 1.3394 -0.4630
C 1.9014 0.7004 -0.1803
C 0.4908 1.2765 0.0349
H -3.8088 1.5576 -1.0091
H -3.0386 2.3731 0.4048
H -2.1986 2.4344 -1.2196
H -4.2573 -0.7303 1.4567
H -2.7971 -1.8479 1.3889
H -3.1194 -0.3351 2.5002
H -1.2879 -0.9100 -2.0617
H -2.3536 -2.0717 -1.2320
H -3.2083 -0.6903 -1.9886
H -0.3670 0.4466 1.6758
H -0.0124 -1.9159 -0.4137
H 0.2598 -1.7903 1.3654
H 3.0574 -2.5406 0.2407
H 5.1299 -1.4236 -0.0295
H 5.2270 1.1210 -0.2977
H 3.3061 2.4123 -0.5140
H 0.7539 2.0350 0.7438
H 0.0476 1.8095 -0.8263

---

[2]
31
Properties=species:S:1:pos:R:3 method="wB97M-V/def2-TZVPD" de_lowest_kcal_mol=81.6 gap_ev="7.94 / 7.95" homo_energy_ev="-7.48 / -7.49"
C 0.5668 1.0594 -3.1198
C -0.6226 0.3477 -3.1807
C 1.3049 1.0855 -2.0063
C -1.0140 -0.3709 -2.0657
C 0.9160 0.3115 -0.8850
C -0.3340 -0.3270 -0.8664
C -0.6115 0.7070 1.6771
C 1.4489 0.5913 0.5200
C 2.1136 -0.5852 1.1276
C 2.0611 1.9585 0.9122
C -3.1517 -0.5065 0.4446
C -0.9632 -2.4778 1.5241
Si -1.2404 -0.8313 0.7574
H 0.9089 1.5456 -3.9907
H -1.0814 0.1088 -4.1355
H 2.2975 1.5538 -2.0305
H -1.8300 -0.9847 -2.0634
H -0.1723 0.4805 2.6562
H -0.6085 1.7335 1.2648
H 3.1387 -0.7315 0.5612
H 1.4183 -1.4381 1.0629
H 2.3718 -0.4707 2.1616
H 1.7339 2.7051 0.2616
H 3.1509 1.9843 0.7530
H 1.7413 2.0934 1.8802
H -3.4465 -0.7491 -0.5228
H -3.7259 -1.0362 1.2955
H -3.5104 0.5390 0.5761
H 0.0447 -2.8753 1.4979
H -1.1452 -2.2333 2.6785
H -1.7596 -3.1873 1.2541

---

[3]
44
Properties=species:S:1:pos:R:3 method="wB97M-V/def2-TZVPD" de_lowest_kcal_mol=0.0 total_charge=-1 gap_ev=6.56 homo_energy_ev=-4.70
Ag 0.4471 0.4021 0.1826
O -0.1247 -0.8380 -3.6538
S 0.0212 -0.4876 -2.2526
O 1.3708 -0.8326 -1.7023
O -0.1861 0.9961 -2.0227
O -0.9994 -1.1825 -1.3910
C -4.1814 0.8260 0.1009
C -2.6647 0.9540 -0.1741
N -1.9223 0.7003 1.0645
C -2.3891 1.6040 2.1146
C -3.8356 1.2645 2.5125
N -4.3503 0.2846 1.4915
C -3.6109 -1.0177 1.6241
C -2.1147 -0.7011 1.4681
H -4.6669 0.1250 -0.5776
H -4.7114 1.7787 0.0706
H -2.4242 1.9516 -0.5375
H -2.3198 0.2351 -0.9184
H -2.3175 2.6242 1.7348
H -1.7591 1.5176 2.9936
H -4.5002 2.1284 2.4934
H -3.8804 0.7749 3.4848
H -5.3350 0.1186 1.6713
H -3.9883 -1.6730 0.8386
H -3.8363 -1.4128 2.6128
H -1.6684 -1.3310 0.6983
H -1.6177 -0.8537 2.4233
N 2.2674 0.0137 1.7759
C 1.4410 -0.1516 2.9060
C 1.0672 0.9508 3.6704
C 0.0250 0.8403 4.5790
C -0.6527 -0.3617 4.7339
C -0.1846 -1.4865 4.0707
C 0.8646 -1.3918 3.1719
S -2.2468 -0.4047 5.5491
O -3.0898 -1.0813 4.5510
O -2.6106 1.0021 5.6970
O -2.0896 -1.1407 6.7837
H 2.6503 -0.8346 1.3831
H 2.9589 0.7459 1.8298
H 1.5335 1.9132 3.4909
H -0.3283 1.7109 5.1161
H -0.6935 -2.4328 4.2087
H 1.1745 -2.2601 2.6017

---

[4]
39
Properties=species:S:1:pos:R:3 method="wB97M-V/def2-TZVPD" de_lowest_kcal_mol=0.0 total_charge=-1 gap_ev=6.27 homo_energy_ev=-3.60
Au 3.5257 7.0299 11.1112
F 0.8505 10.2584 6.4895
C 1.5413 9.2231 7.0277
C 0.7952 8.2289 7.7220
C 1.4811 7.2289 8.3719
C 2.9364 7.2436 8.3702
C 3.6129 6.2612 9.2396
C 3.6374 8.2316 7.6040
C 2.9297 9.2083 6.8989
H -0.3015 8.2401 7.6935
H 1.0157 6.4549 8.9607
H 4.6853 6.1474 8.9944
H 3.1271 5.2902 9.2722
H 4.7064 8.1804 7.5529
H 3.4101 9.9055 6.2106
O 5.0324 6.1439 14.9775
N 4.5488 5.9614 13.8593
O 4.0152 7.0129 13.3401
C 3.1714 12.0615 10.0183
N 3.6866 11.0025 10.8546
C 5.1441 10.7997 10.8203
C 2.9501 10.2402 11.6942
N 3.3898 9.0483 12.1306
N 1.7585 10.6902 12.1780
C 1.5450 12.0859 12.5096
C 0.7235 9.7140 12.5337
H 3.7280 12.0771 9.0763
H 3.3264 13.0675 10.4553
H 2.1469 11.8637 9.7453
H 5.6631 11.2791 11.7117
H 5.5230 11.1467 9.8557
H 5.3611 9.7423 10.8829
H 2.9018 8.7703 12.9861
H 2.5301 12.5594 12.6258
H 1.0772 12.1733 13.5083
H 0.8881 12.6133 11.8199
H 0.7429 9.3647 13.5752
H 0.8824 8.8248 11.9285
H -0.3054 10.1242 12.3734

---

[5]
40
Properties=species:S:1:pos:R:3 method="wB97M-V/def2-TZVPD" de_lowest_kcal_mol=5.6 total_charge=+2 gap_ev=4.38 homo_energy_ev=-14.47
Au 0.9432 -0.2404 -0.0009
C 3.8399 4.8461 0.0011
C 4.1763 3.4086 0.0003
N 5.3591 2.9000 -0.0002
N 5.1802 1.5582 -0.0009
C 3.9005 1.1916 -0.0007
S 3.3360 -0.4082 -0.0014
N 3.2338 2.3782 0.0000
N 1.8559 2.4866 0.0003
H 4.7640 5.4175 0.0013
H 3.2617 5.1184 0.8858
H 3.2613 5.1193 -0.8830
H 5.9769 0.9405 -0.0013
H 1.5489 2.9915 -0.8246
H 1.5492 2.9906 0.8259
C -3.2549 -0.1828 -1.6136
Si -2.3094 0.0170 -0.0004
C -1.5116 1.7227 -0.0008
C -3.2543 -0.1824 1.6132
N -0.9893 -1.2235 -0.0005
C -1.1782 -2.5135 -0.0002
C -2.5245 -3.0623 0.0002
C -2.7594 -4.3962 0.0007
C -1.6785 -5.3069 0.0008
C -0.3589 -4.8590 0.0003
C -0.1121 -3.5180 -0.0001
F 1.1225 -3.1430 -0.0005
H -4.0321 0.5820 -1.6527
H -3.7329 -1.1583 -1.7119
H -2.5917 -0.0355 -2.4670
H -2.3159 2.4620 -0.0007
H -0.9068 1.8860 -0.8951
H -0.9065 1.8861 0.8933
H -4.0314 0.5825 1.6524
H -2.5907 -0.0349 2.4662
H -3.7322 -1.1579 1.7120
H -3.3550 -2.3703 0.0002
H -3.7755 -4.7660 0.0010
H -1.8778 -6.3718 0.0012
H 0.4699 -5.5545 0.0004

---

[6]
54
Properties=species:S:1:pos:R:3 method="wB97M-V/def2-TZVPD" de_lowest_kcal_mol=5.0 s_squared=2.070 multiplicity=3 total_charge=+1 gap_ev="6.29 / 5.50" homo_energy_ev="-11.77 / -11.94"
Mo 0.6742 -0.1266 -0.3989
C -1.8125 0.0734 -4.0450
C -1.1461 -0.3295 -2.7809
N -0.1152 0.3032 -2.3114
O 0.4117 1.2627 -3.1095
B 0.1359 2.6646 -2.6033
F 0.7521 3.5261 -3.4367
F -1.2388 2.8164 -2.4632
O 0.7631 2.8038 -1.2326
N 0.2114 1.9372 -0.3622
C -0.4746 2.4305 0.6030
C -0.6939 3.8861 0.7554
C -1.0085 1.4134 1.5336
N -0.6863 0.2122 1.2138
O -1.0694 -0.8028 2.0156
B -2.0143 -1.7425 1.3134
F -3.0684 -1.0176 0.7940
F -2.3117 -2.7432 2.1679
O -1.2666 -2.3843 0.1378
N -0.8981 -1.4602 -0.8004
C -1.6219 -1.3774 -1.8745
C -2.8700 -2.1491 -2.0925
C -1.8337 1.7714 2.7102
H -2.2050 1.0849 -3.9244
H -2.6193 -0.6061 -4.3012
H -1.0837 0.1040 -4.8531
H -0.9978 4.3120 -0.1998
H 0.2587 4.3472 1.0288
H -1.4337 4.1051 1.5189
H -2.8838 -3.0368 -1.4690
H -2.9693 -2.4263 -3.1390
H -3.7199 -1.5214 -1.8122
H -1.2618 2.4360 3.3617
H -2.1307 0.8835 3.2566
H -2.7222 2.3143 2.3831
C 2.7151 -2.7737 2.5258
C 2.2116 -1.6099 1.7494
N 1.4528 -1.7743 0.7037
O 1.2035 -3.1011 0.3670
C 2.4976 -0.2578 2.1176
C 3.3421 0.1293 3.2865
N 1.8925 0.6497 1.3669
O 1.9796 1.8652 1.6217
H 1.8666 -3.2919 2.9772
H 3.4011 -2.4596 3.3047
H 3.2031 -3.4881 1.8642
H 0.2129 -3.1498 0.3861
H 4.3435 -0.2949 3.2034
H 2.9033 -0.2230 4.2218
H 3.4238 1.2107 3.3296
Se 3.0709 0.7429 -1.2609
Se 3.1444 -0.1299 -3.3360
Te 1.8830 -2.1520 -2.2730
Se 0.2028 -2.8563 -3.7403